1) 22
Properties=species:S:1:pos:R:3:mulliken_charge:R:1 method="wB97M-V/def2-TZVPD" lumo_ev=0.70 homo_lumo_gap_ev=10.515 smiles="O=NN(O)N1CCC[C@@H]1CO"
O -1.68 -2.74 -0.01 -0.54
N -1.22 -1.90 -0.79 -0.37
N -0.53 -1.00 -0.17 0.93
O -0.09 -1.33 1.13 -0.45
N 0.24 -0.07 -0.90 -0.16
C 1.63 -0.57 -0.93 -0.64
C 2.32 0.08 0.37 -0.51
C 1.40 1.29 0.70 -0.85
C 0.27 1.28 -0.37 0.06
C -1.12 1.62 0.10 -0.90
O -1.22 2.99 0.43 -0.52
H -0.74 -1.97 1.41 0.34
H 1.66 -1.65 -0.96 0.34
H 2.05 -0.11 -1.83 0.34
H 2.26 -0.70 1.22 0.18
H 3.34 0.35 0.19 0.41
H 1.90 2.26 0.78 0.47
H 0.93 1.17 1.71 0.25
H 0.48 1.94 -1.15 0.60
H -1.77 1.30 -0.67 0.39
H -1.38 1.11 1.04 0.29
H -1.28 3.45 -0.41 0.35

2) 22
Properties=species:S:1:pos:R:3:mulliken_charge:R:1 method="wB97M-V/def2-TZVPD" lumo_ev=0.65 homo_lumo_gap_ev=9.851
C -2.82 -0.37 0.75 -1.11
C -1.50 0.09 0.29 0.69
N -1.10 0.04 -0.90 -0.19
O -2.10 -0.43 -1.71 -0.50
O -0.57 0.28 1.25 -0.39
N 0.66 0.83 0.88 0.86
N 0.90 2.09 1.17 -0.47
O -0.02 2.71 1.66 -0.48
C 1.74 0.01 0.29 0.39
C 2.12 0.60 -1.05 -1.42
C 1.25 -1.44 0.17 -1.25
H -3.29 -1.03 -0.04 0.36
H -3.40 0.47 1.07 0.29
H -2.65 -0.82 1.74 0.32
H -1.93 -0.12 -2.67 0.34
H 2.57 0.19 0.96 0.42
H 1.40 0.33 -1.79 0.29
H 2.19 1.69 -1.11 0.41
H 3.12 0.21 -1.25 0.40
H 2.04 -2.00 -0.43 0.37
H 0.32 -1.46 -0.37 0.27
H 1.07 -1.85 1.10 0.40

Which one sits at the bottom of the stability order? 2) does.

1) 11
Properties=species:S:1:pos:R:3:mulliken_charge:R:1 method="wB97M-V/def2-TZVPD" lumo_ev=0.12 homo_lumo_gap_ev=10.543
H 2.82 -1.11 0.10 0.31
N 2.65 -0.16 0.03 -0.57
C 1.44 -0.13 0.07 0.60
N 0.42 -1.15 0.37 -0.51
C -0.70 -0.65 -0.15 0.70
O -1.85 -1.28 -0.10 -0.47
N -0.76 0.73 -0.52 -0.19
O -1.16 1.30 0.67 -0.42
O 0.64 1.07 -0.40 -0.24
H -2.76 -0.89 -0.37 0.38
H -1.65 2.01 0.22 0.41

2) 11
Properties=species:S:1:pos:R:3:mulliken_charge:R:1 method="wB97M-V/def2-TZVPD" lumo_ev=0.49 homo_lumo_gap_ev=9.719 smiles="ONC1=NOC=NO1"
O 0.83 1.18 -2.19 -0.46
N 1.38 0.46 -0.97 -0.29
C 0.44 0.00 -0.11 0.64
N 0.55 0.58 1.10 -0.47
O -0.19 -0.23 1.91 -0.09
C -1.20 -0.78 1.50 0.09
N -1.66 -0.89 0.31 -0.36
O -0.48 -0.73 -0.48 -0.19
H 0.28 0.32 -2.78 0.37
H 1.83 1.36 -0.55 0.34
H -1.77 -1.28 2.25 0.41

Which one sits at the bottom of the stability order? 2) does.

1) 11
Properties=species:S:1:pos:R:3:mulliken_charge:R:1 method="wB97M-V/def2-TZVPD" lumo_ev=-0.04 homo_lumo_gap_ev=9.953 smiles="O=c1nc(O)[nH]n1O"
O 0.22 -2.43 0.26 -0.50
C 0.29 -1.25 0.47 0.57
N -0.45 -0.34 1.40 -0.51
C -0.59 0.78 0.73 0.50
O -1.31 1.67 1.24 -0.42
N 0.02 0.78 -0.55 -0.26
N 1.12 -0.30 -0.45 -0.03
O 1.26 -1.15 -1.60 -0.37
H -1.66 2.43 0.75 0.36
H 0.39 1.74 -0.93 0.30
H 0.69 -1.93 -1.32 0.35

2) 11
Properties=species:S:1:pos:R:3:mulliken_charge:R:1 method="wB97M-V/def2-TZVPD" lumo_ev=0.04 homo_lumo_gap_ev=9.792 smiles="[H]/N=c1/oc(O)nn1O"
H 2.65 1.70 -0.09 0.31
N 1.47 1.67 0.14 -0.50
C 0.80 0.74 -0.13 0.37
O -0.64 1.02 -0.09 -0.36
C -1.28 -0.20 -0.16 0.61
O -2.61 -0.07 0.37 -0.44
N -0.55 -1.27 -0.35 -0.50
N 0.90 -0.65 -0.44 0.15
O 1.69 -1.29 0.53 -0.43
H -2.69 0.92 0.01 0.40
H 2.68 -1.47 -0.10 0.39

Which one sits at the bottom of the stability order? 2) does.

1) 9
Properties=species:S:1:pos:R:3:mulliken_charge:R:1 method="wB97M-V/def2-TZVPD" lumo_ev=0.90 homo_lumo_gap_ev=10.738 smiles="C=C.O"
C -0.07 -1.81 0.76 -0.45
C 0.27 -0.82 -0.17 -0.39
H 0.39 -2.79 0.57 0.20
H -0.78 -1.73 1.59 0.25
H 0.88 -1.11 -1.04 0.20
H -0.17 0.18 -0.17 0.20
O -0.48 2.67 -0.78 -0.67
H 0.46 2.91 -0.96 0.33
H -0.50 2.50 0.19 0.33

2) 9
Properties=species:S:1:pos:R:3:mulliken_charge:R:1 method="wB97M-V/def2-TZVPD" lumo_ev=1.03 homo_lumo_gap_ev=11.397 smiles=CCO
C -0.95 -0.03 0.06 -0.85
C 0.53 0.35 0.01 -0.27
O 1.41 -0.67 0.44 -0.51
H -1.33 -0.08 1.08 0.24
H -1.54 0.74 -0.47 0.30
H -1.15 -0.99 -0.43 0.27
H 0.70 1.20 0.67 0.24
H 0.80 0.66 -1.01 0.27
H 1.59 -1.25 -0.30 0.30

Which one sits at the bottom of the stability order? 1) does.

1) 9
Properties=species:S:1:pos:R:3:mulliken_charge:R:1 method="wB97M-V/def2-TZVPD" lumo_ev=1.00 homo_lumo_gap_ev=11.288 smiles=CCO
C 0.84 -0.28 0.12 -0.78
C -0.45 0.63 0.06 -0.14
O -1.63 -0.29 0.13 -0.52
H 1.84 0.18 -0.61 0.23
H 0.49 -1.40 -0.28 0.22
H 1.15 -0.42 1.17 0.22
H -0.54 1.43 0.78 0.31
H -0.34 1.25 -0.93 0.17
H -1.36 -1.09 -0.44 0.30

2) 9
Properties=species:S:1:pos:R:3:mulliken_charge:R:1 method="wB97M-V/def2-TZVPD" lumo_ev=-1.10 homo_lumo_gap_ev=6.961
C 0.08 1.05 0.18 -0.30
O 1.44 -1.39 -0.17 -0.92
C -1.16 0.17 -0.29 -0.44
H 0.01 1.38 1.19 0.27
H 0.76 1.52 -0.55 0.25
H 1.89 -1.97 0.46 0.21
H -1.38 -0.14 -1.39 0.27
H 0.09 -0.37 0.05 0.38
H -1.72 -0.24 0.53 0.28

Which one sits at the bottom of the stability order? 2) does.

1) 9
Properties=species:S:1:pos:R:3:mulliken_charge:R:1 method="wB97M-V/def2-TZVPD" lumo_ev=0.97 homo_lumo_gap_ev=11.215 smiles=CCO
C 0.74 0.58 0.03 -0.86
C -0.24 -0.57 0.10 -0.26
O -1.34 -0.49 -0.70 -0.53
H 1.75 0.13 0.40 0.26
H 0.43 1.46 0.52 0.30
H 0.88 0.90 -1.09 0.23
H 0.39 -1.42 -0.11 0.29
H -0.58 -0.64 1.12 0.25
H -2.05 0.03 -0.27 0.32

2) 9
Properties=species:S:1:pos:R:3:mulliken_charge:R:1 method="wB97M-V/def2-TZVPD" lumo_ev=0.92 homo_lumo_gap_ev=11.330 smiles="C=C.O"
C 1.60 0.32 0.18 -0.51
C 1.00 -0.73 -0.38 -0.49
H 1.79 1.24 -0.37 0.24
H 1.39 0.59 1.21 0.24
H 0.93 -0.78 -1.46 0.25
H 0.40 -1.35 0.27 0.27
O -2.63 0.12 0.47 -0.64
H -2.33 1.01 0.26 0.32
H -2.15 -0.41 -0.19 0.32

Which one sits at the bottom of the stability order? 2) does.

1) 13
Properties=species:S:1:pos:R:3:mulliken_charge:R:1 method="wB97M-V/def2-TZVPD" lumo_ev=0.90 homo_lumo_gap_ev=9.719
C 1.08 -0.12 0.72 -0.52
C 0.08 0.67 -1.08 -0.45
C -1.37 0.05 0.76 -0.93
N -0.10 0.63 0.41 -0.17
O 1.67 -1.58 -1.52 -0.59
S 1.77 -0.19 -1.00 0.38
H 1.62 0.34 1.56 0.31
H 0.83 -1.12 0.81 0.37
H -0.71 0.04 -1.62 0.27
H 0.20 1.68 -1.51 0.30
H -1.73 -0.50 -0.01 0.41
H -1.27 -0.73 1.54 0.34
H -2.06 0.84 0.94 0.29

2) 13
Properties=species:S:1:pos:R:3:mulliken_charge:R:1 method="wB97M-V/def2-TZVPD" lumo_ev=0.70 homo_lumo_gap_ev=10.245 smiles="CCN(S)C=O"
C 1.39 -0.06 0.57 -0.96
C 0.70 -0.01 -0.78 -0.37
N -0.75 0.22 -0.45 -0.07
S -1.26 1.81 -0.12 -0.11
C -1.60 -0.84 -0.23 0.17
O -2.72 -0.82 0.24 -0.54
H 2.42 -0.33 0.51 0.39
H 0.93 -0.81 1.22 0.30
H 1.31 0.91 1.13 0.26
H 0.79 -0.93 -1.37 0.33
H 1.08 0.83 -1.39 0.23
H -1.22 1.81 1.20 0.11
H -1.06 -1.77 -0.53 0.26

3) 13
Properties=species:S:1:pos:R:3:mulliken_charge:R:1 method="wB97M-V/def2-TZVPD" lumo_ev=0.79 homo_lumo_gap_ev=10.275 smiles="O=CNCCS"
O 0.99 0.66 3.08 -0.55
C 0.64 0.09 2.07 0.02
N -0.55 0.34 1.46 -0.18
C -0.94 -0.07 0.12 -0.58
C 0.18 0.13 -0.91 -0.50
S -0.12 -0.50 -2.57 -0.22
H 1.25 -0.72 1.64 0.32
H -0.92 1.21 1.82 0.27
H -1.82 0.49 -0.19 0.34
H -1.20 -1.12 0.14 0.32
H 1.11 -0.25 -0.52 0.35
H 0.29 1.20 -1.08 0.29
H -0.91 -1.54 -2.27 0.10

Which one sits at the bottom of the stability order? 1) does.

1) 13
Properties=species:S:1:pos:R:3:mulliken_charge:R:1 method="wB97M-V/def2-TZVPD" lumo_ev=0.20 homo_lumo_gap_ev=8.546
C 1.31 -0.21 0.16 -0.20
C 1.35 0.56 -1.14 -0.76
C -1.57 -0.91 -0.43 -0.56
N -1.90 0.29 -0.38 -0.16
O -2.83 0.65 0.58 -0.40
S 1.81 -1.72 -0.06 -0.08
H 0.55 1.41 -1.11 0.23
H 1.31 0.03 -2.14 0.28
H 2.37 0.99 -1.13 0.38
H 2.20 -2.02 1.12 0.15
H -0.84 -1.16 -1.17 0.45
H -2.13 -1.57 0.26 0.31
H -3.11 1.54 0.28 0.37

2) 13
Properties=species:S:1:pos:R:3:mulliken_charge:R:1 method="wB97M-V/def2-TZVPD" lumo_ev=-2.30 homo_lumo_gap_ev=4.759
O -0.98 -1.50 -2.16 -0.36
C -0.61 -1.30 -1.07 0.01
C 0.34 0.20 -0.84 0.38
C -0.96 0.23 -0.35 -0.63
S 0.00 1.23 2.49 -0.78
N 1.36 -0.06 -0.05 -0.27
H -0.64 -2.10 -0.32 0.45
H 0.61 0.61 -1.80 0.39
H -1.00 0.26 0.76 0.15
H -1.71 0.78 -0.88 0.27
H 0.04 1.19 3.82 0.04
H 2.25 0.09 -0.50 0.30
H 1.31 0.36 0.91 0.04

Which one sits at the bottom of the stability order? 1) does.

1) 13
Properties=species:S:1:pos:R:3:mulliken_charge:R:1 method="wB97M-V/def2-TZVPD" lumo_ev=0.93 homo_lumo_gap_ev=10.018
C -1.94 -0.65 0.89 -0.49
O -0.76 -0.02 0.34 -0.17
N -0.05 -1.07 -0.28 -0.48
C 1.11 -0.63 -0.57 -0.07
C 1.64 0.72 -0.24 -0.42
S 1.06 2.03 -1.34 -0.22
H -2.63 0.16 1.14 0.24
H -2.36 -1.29 0.11 0.25
H -1.67 -1.27 1.76 0.24
H 1.70 -1.36 -1.17 0.36
H 2.73 0.74 -0.21 0.35
H 1.34 1.01 0.75 0.28
H -0.19 1.64 -1.18 0.15

2) 13
Properties=species:S:1:pos:R:3:mulliken_charge:R:1 method="wB97M-V/def2-TZVPD" lumo_ev=-4.98 homo_lumo_gap_ev=3.751
O 1.26 1.69 -0.59 -0.53
C 0.04 1.79 -0.81 -0.02
N -0.84 2.61 -0.25 -0.50
C 0.87 -0.59 1.46 -0.97
C -0.48 -0.98 0.85 -0.32
S -0.47 -2.10 -0.49 0.05
H -0.46 1.12 -1.52 0.48
H -0.45 3.17 0.51 0.27
H 1.23 -1.39 2.10 0.36
H 1.55 -0.48 0.61 0.32
H -1.02 -0.04 0.52 0.21
H -1.11 -1.45 1.63 0.36
H 0.83 0.39 1.92 0.29

3) 13
Properties=species:S:1:pos:R:3:mulliken_charge:R:1 method="wB97M-V/def2-TZVPD" lumo_ev=0.83 homo_lumo_gap_ev=9.136
C 1.09 -1.42 -0.06 -0.72
O -0.23 -1.06 -0.03 -0.35
C -0.46 0.30 -0.12 0.87
C 0.62 1.36 0.07 -1.08
N -1.66 0.70 -0.23 -0.49
S -2.83 -0.51 0.06 -0.14
H 1.70 -0.81 0.67 0.27
H 1.59 -1.34 -1.01 0.32
H 1.16 -2.42 0.31 0.26
H 1.19 1.18 1.00 0.34
H 1.44 1.31 -0.66 0.31
H 0.26 2.43 0.16 0.28
H -3.86 0.28 -0.17 0.13

Which one sits at the bottom of the stability order? 2) does.

1) 10
Properties=species:S:1:pos:R:3:mulliken_charge:R:1 method="wB97M-V/def2-TZVPD" lumo_ev=3.68 total_charge=-1 homo_lumo_gap_ev=7.608
C 1.82 0.39 0.50 -0.67
S 1.49 -0.28 -1.20 -0.28
H 2.87 0.55 0.77 0.31
H 1.24 1.32 0.54 0.22
H 1.44 -0.41 1.15 0.20
O -2.29 0.35 -1.35 -0.56
C -2.19 -0.20 -0.25 -0.03
O -1.27 -0.50 0.58 -0.61
H -3.31 -0.48 0.11 0.27
H 0.20 -0.73 -0.84 0.15

2) 10
Properties=species:S:1:pos:R:3:mulliken_charge:R:1 method="wB97M-V/def2-TZVPD" lumo_ev=4.10 total_charge=-1 homo_lumo_gap_ev=6.961
C 2.14 -0.45 0.01 -0.76
S 1.21 1.09 -0.40 -0.68
H 3.08 -0.52 -0.53 0.23
H 2.36 -0.37 1.07 0.19
H 1.58 -1.37 -0.13 0.24
O -2.90 0.91 -1.00 -0.50
C -2.50 0.39 0.01 0.21
O -1.41 -0.36 0.10 -0.37
H -3.02 0.52 0.97 0.28
H -0.54 0.16 -0.10 0.15

Which one sits at the bottom of the stability order? 1) does.

1) 19
Properties=species:S:1:pos:R:3:mulliken_charge:R:1 method="wB97M-V/def2-TZVPD" lumo_ev=0.75 homo_lumo_gap_ev=10.606
C 1.05 1.73 -0.95 -1.57
C 0.00 0.87 -0.30 1.22
C -0.55 1.18 1.06 -0.91
C 0.28 -0.07 0.84 -0.32
C -0.50 -1.31 0.54 0.74
O -0.92 -2.07 1.53 -0.71
O -1.42 -1.01 -0.43 -0.35
C -0.97 0.11 -1.20 -0.73
H 1.65 1.14 -1.66 0.36
H 0.60 2.57 -1.49 0.34
H 1.73 2.14 -0.19 0.36
H -0.06 1.98 1.62 0.31
H -1.62 1.07 1.25 0.24
H 1.26 -0.17 1.31 0.32
H -1.85 0.69 -1.48 0.30
H -0.45 -0.24 -2.10 0.34
O 0.56 -2.79 0.01 -0.78
H -0.20 -3.11 1.18 0.53
H 1.40 -2.71 0.46 0.32

2) 19
Properties=species:S:1:pos:R:3:mulliken_charge:R:1 method="wB97M-V/def2-TZVPD" lumo_ev=0.13 homo_lumo_gap_ev=9.578
C -0.20 -0.76 -0.04 1.05
C 0.29 -1.42 1.22 -1.38
C -1.61 -1.00 -0.47 -1.36
C -0.45 1.27 0.49 -1.30
C 0.56 0.94 -1.12 0.81
C 2.02 1.21 -0.72 -0.06
O 0.71 -0.68 -1.01 -0.52
O 0.00 1.39 -2.08 -0.58
O 2.41 1.67 0.32 -0.45
H 2.69 0.94 -1.55 0.34
H 0.51 -2.46 0.96 0.41
H -0.46 -1.41 2.01 0.38
H 1.21 -0.96 1.57 0.36
H -1.86 -0.38 -1.33 0.34
H -2.32 -0.84 0.34 0.33
H -1.67 -2.05 -0.79 0.40
H 0.17 2.15 0.67 0.42
H -0.59 0.84 1.48 0.43
H -1.40 1.56 0.06 0.37

Which one sits at the bottom of the stability order? 2) does.

1) 12
Properties=species:S:1:pos:R:3:mulliken_charge:R:1 method="wB97M-V/def2-TZVPD" lumo_ev="-1.35 / -1.35" homo_lumo_gap_ev="7.616 / 7.618"
C -1.83 0.76 0.13 -1.05
C -1.02 -0.54 0.14 -0.40
C 0.43 -0.39 0.10 0.37
C 1.65 -0.29 -0.09 0.27
C 2.95 -0.31 -0.59 -0.38
C 4.14 -0.30 -0.99 -0.59
H -2.88 0.53 -0.03 0.32
H -1.73 1.29 1.08 0.32
H -1.49 1.42 -0.67 0.33
H -1.21 -1.10 -0.79 0.26
H -1.33 -1.22 0.95 0.30
H 2.32 0.15 0.76 0.25

2) 12
Properties=species:S:1:pos:R:3:mulliken_charge:R:1 method="wB97M-V/def2-TZVPD" lumo_ev=0.99 homo_lumo_gap_ev=10.258 smiles=C#CC#CCC
C 3.80 -0.06 0.31 -0.22
C 2.64 -0.36 0.16 -0.22
C 1.28 -0.60 0.05 -0.07
C 0.08 -0.70 0.05 -0.02
C -1.37 -0.57 0.18 -0.27
C -1.85 0.76 -0.43 -1.06
H 4.82 0.23 0.44 0.43
H -1.90 -1.42 -0.27 0.26
H -1.60 -0.59 1.25 0.24
H -2.81 1.06 -0.01 0.31
H -1.12 1.55 -0.22 0.34
H -1.96 0.69 -1.51 0.29

Which one sits at the bottom of the stability order? 1) does.